[1]
The following is a DFT calculation (ωB97M-V/def2-TZVPD) of a structure of composition C16H46GeN7O2SScSi3.

Each line ends with the Mulliken spin population.
Element x y z (Å)
Sc 0.02303 0.78031 0.26208  0.329
N -2.03646 -0.54015 0.71833  -0.007
N -3.22884 0.15599 0.95860  0.007
C -3.29008 1.49914 0.89183  0.016
N -4.46516 2.06248 1.11427  0.006
S -1.94796 2.47807 0.52127  0.001
H -2.14341 -1.10221 -0.12818  -0.005
H -1.87155 -1.18860 1.48569  0.003
H -4.04962 -0.38717 1.19018  0.001
H -5.30548 1.53559 1.30295  -0.001
H -4.54392 3.06772 1.08450  -0.001
N 0.44551 1.13627 2.59790  0.006
C 0.61056 -0.19295 3.25492  -0.006
C 1.70169 -0.21520 4.35168  0.002
C 1.29245 -0.90857 5.65703  0.000
C 1.33963 -2.43209 5.62840  0.000
N 2.72819 -2.90609 5.64531  0.000
C 3.18527 -4.03254 5.09607  0.000
N 2.43387 -4.74458 4.26131  0.000
N 4.42262 -4.44293 5.37422  0.000
C 0.84936 -1.25735 2.17750  -0.007
O 0.94903 -2.42516 2.44985  0.000
O 0.91060 -0.77338 0.94470  0.002
H 1.34669 1.61576 2.63448  0.000
H -0.17699 1.72342 3.14651  0.001
H -0.35107 -0.44491 3.71338  -0.001
H 1.95204 0.82140 4.58673  0.001
H 2.61169 -0.67376 3.95529  0.000
H 0.27886 -0.60894 5.93338  0.000
H 1.93071 -0.54840 6.46750  0.000
H 0.85181 -2.78751 4.72664  0.000
H 0.81417 -2.83988 6.49364  0.000
H 3.33900 -2.45549 6.31063  0.000
H 1.56532 -4.38235 3.90536  0.000
H 2.81030 -5.55914 3.80569  0.000
H 4.97753 -3.99154 6.08224  0.000
H 4.77174 -5.31731 5.01780  0.000
C -3.18595 -1.14742 -2.97176  0.001
Si -1.31988 -1.19743 -2.96850  0.014
C -0.58631 -1.38875 -4.66775  0.049
C -0.69898 -2.52725 -1.78468  -0.005
Ge -0.58160 1.03721 -2.33743  0.464
Si 1.87456 1.42164 -2.38171  0.072
C 2.71637 -0.19337 -1.97934  0.020
C 2.21041 2.68767 -1.02702  0.002
C 2.17481 2.00414 -4.11290  0.035
Si -1.70118 2.82543 -3.53194  -0.031
C -0.87776 4.42132 -3.03276  0.006
C -3.48416 2.78773 -2.97035  0.010
C -1.53336 2.43609 -5.34319  0.012
H -3.58630 -2.15487 -3.10958  -0.001
H -3.56671 -0.52757 -3.78519  0.001
H -3.60076 -0.74714 -2.04108  0.003
H -0.92846 -2.32844 -5.11090  0.007
H 0.50419 -1.42317 -4.62843  -0.005
H -0.88342 -0.57864 -5.33470  -0.006
H -1.52810 -3.14246 -1.42235  0.000
H -0.13878 -2.15765 -0.92288  0.000
H -0.02452 -3.20339 -2.31401  0.000
H 2.41453 -0.61412 -1.01683  -0.004
H 3.80167 -0.06388 -1.95245  0.005
H 2.49510 -0.94120 -2.74361  0.001
H 1.77666 2.38191 -0.05740  0.005
H 1.77201 3.65924 -1.25931  0.001
H 3.27473 2.82062 -0.82508  -0.002
H 1.72761 1.31428 -4.83045  -0.004
H 3.25053 2.03342 -4.30767  0.007
H 1.77072 3.00096 -4.28885  -0.005
H -0.82840 4.52020 -1.94573  0.001
H -1.46257 5.26534 -3.40744  0.000
H 0.12992 4.52308 -3.43864  0.001
H -3.59135 3.30060 -2.01229  0.000
H -3.86766 1.77144 -2.86986  -0.001
H -4.11533 3.30628 -3.69568  0.000
H -0.49920 2.26669 -5.64435  -0.001
H -1.91242 3.27604 -5.93099  0.001
H -2.12175 1.55744 -5.61462  -0.001

Computed properties:
frontier orbital gap (alpha / beta)	0.2573 / 0.2435	Ha
total charge	+3
⟨S²⟩	0.754
E	-143531.6917	eV
2S+1	2
lowest unoccupied orbital energy (alpha / beta)	-8.1915 / -9.2773	eV

=====

[2]
The following is a DFT calculation (ωB97M-V/def2-TZVPD) of a structure of composition C24H11FO14V in a non-equilibrium geometry.

Each line ends with the Löwdin charge.
Element x y z (Å)
O -10.57660 -3.81121 -27.51379  -0.410
V -9.57437 -4.33494 -26.32256  0.996
O -10.01185 -3.48248 -24.98298  -0.385
C -6.73910 -1.90583 -26.73063  -0.032
C -6.72046 -3.27277 -27.15749  -0.241
C -5.27108 -3.98391 -27.42077  -0.331
O -5.15833 -5.15351 -27.83376  -0.019
C -4.14461 -3.20181 -26.99186  -0.055
C -4.26146 -1.93398 -26.49027  -0.416
C -5.61705 -1.23427 -26.42245  -0.345
O -5.83548 -0.04836 -25.88581  -0.117
O -3.16815 -1.43707 -26.08959  -0.098
O -7.75460 -3.96216 -27.25644  -0.085
H -7.63912 -1.30895 -26.73978  0.101
H -3.16928 -3.63730 -27.15147  0.093
C -9.66648 -6.73307 -28.54615  -0.037
C -9.25808 -7.15284 -29.73724  -0.415
C -7.96989 -7.97900 -29.99984  -0.389
O -7.66321 -8.70275 -31.03084  -0.204
C -7.07413 -8.22490 -28.95840  -0.036
C -7.34142 -7.67471 -27.60979  -0.282
C -8.73055 -6.86564 -27.41780  -0.288
O -8.83708 -6.33373 -26.32459  -0.062
O -6.58271 -7.88898 -26.61706  -0.014
O -9.98485 -6.85476 -30.74436  -0.115
H -10.58126 -6.18976 -28.36073  0.070
H -6.24544 -8.89927 -29.11618  0.077
C -4.22457 -4.59263 -23.91068  -0.055
C -5.33188 -5.52443 -24.20261  -0.355
C -6.74689 -5.09734 -23.66382  -0.394
O -7.60623 -5.96948 -23.72599  -0.052
C -6.93602 -3.72575 -23.25976  -0.053
C -5.86476 -2.89540 -23.08998  -0.412
C -4.43683 -3.39493 -23.32495  -0.400
O -3.36660 -2.66323 -23.03917  -0.203
O -6.09283 -1.69126 -22.69338  -0.132
O -5.17889 -6.49808 -24.93721  -0.013
H -3.27652 -5.06633 -24.11856  0.078
H -7.93461 -3.41653 -22.98845  0.074
F -11.56709 -5.45906 -25.77993  0.002
C -12.51266 -6.24767 -26.40047  -0.196
C -13.30761 -5.72538 -27.38832  -0.014
C -14.43810 -6.39591 -27.82494  -0.084
C -14.60918 -7.69098 -27.34269  -0.151
C -13.80030 -8.28348 -26.42708  -0.125
C -12.74697 -7.57422 -25.89753  0.023
H -13.12692 -4.71474 -27.72348  0.116
H -15.21735 -5.96372 -28.43517  0.090
H -15.53368 -8.13827 -27.67681  0.077
H -14.02108 -9.21384 -25.92502  0.092
H -12.06859 -7.95912 -25.15050  0.123

Computed properties:
frontier orbital gap	0.0397	Ha
total charge	-5
E	-82116.5863	eV
lowest unoccupied orbital energy	8.2731	eV

=====

[3]
The following is a DFT calculation (ωB97M-V/def2-TZVPD) of a structure of composition C3H4ClN2O4 in a non-equilibrium geometry.

Each line ends with the Löwdin charge.
Element x y z (Å)
C 0.38342 1.33864 -0.34481  -0.324
C -1.00244 -2.08726 0.40413  -0.496
C 0.37652 2.24523 -1.47426  0.064
N 0.43262 -0.83916 0.25043  0.166
N -0.44370 -2.83751 1.49789  -0.474
O 0.56732 -3.46635 1.36194  0.163
O 0.91240 1.68302 0.76206  0.208
O -1.15996 -2.57987 2.41986  0.134
O 0.07801 0.06327 -0.69106  -0.041
Cl -2.46175 -2.02800 -0.27535  0.927
H -0.46172 2.59623 -2.08166  0.130
H 0.96463 1.76524 -2.28824  0.143
H 0.81297 3.18972 -1.12524  0.123
H 1.00169 0.95680 1.58430  0.276

Computed properties:
frontier orbital gap (alpha / beta)	0.2526 / 0.3484	Ha
total charge	+1
E	-26850.3544	eV
lowest unoccupied orbital energy (alpha / beta)	-6.4276 / -5.4513	eV